--- A ---
{
  "formula": "C4H10NO3",
  "method": "wB97M-V/def2-TZVPD",
  "symbols": ["O", "O", "O", "N", "C", "C", "C", "C", "H", "H", "H", "H", "H", "H", "H", "H", "H", "H"],
  "coordinates": [[-0.98565, -0.55191, 1.49447], [-2.48843, -0.27956, -0.95952], [-4.27881, 0.89490, -0.11076], [1.61827, -0.20037, 0.52660], [-3.08964, 0.49717, -0.10458], [3.71209, 0.79629, -0.60276], [1.74010, -0.89635, -0.69768], [3.09926, -0.21219, 0.41708], [3.81372, 0.36396, -1.61137], [4.82355, 1.11068, -0.34179], [1.61339, -2.09918, -0.52527], [3.05116, 1.68220, -0.63485], [3.57917, 0.26738, 1.25628], [-1.41505, -0.62346, 0.61933], [1.40442, -0.55434, -1.68888], [-2.47781, 1.28460, 0.38280], [3.63503, -1.22735, 0.27551], [-0.10314, -0.41895, 1.11626]],
  "homo_ev": -3.856,
  "charge": -1,
  "orbital_gap_ha": 0.199
}



--- B ---
{
  "formula": "C4H10NO3",
  "method": "wB97M-V/def2-TZVPD",
  "symbols": ["O", "O", "O", "N", "C", "C", "C", "C", "H", "H", "H", "H", "H", "H", "H", "H", "H", "H"],
  "coordinates": [[-0.26715, 1.04348, 1.93891], [1.58811, -1.64245, 0.16386], [3.01777, 0.47421, 0.20380], [1.87422, 1.11515, -0.02536], [-0.40647, 1.49962, -0.65063], [0.65984, 0.61080, -0.05303], [-0.78610, -1.38303, 0.48907], [0.47615, -0.88892, -0.23222], [0.39700, 0.66742, 2.52644], [0.02707, 2.22289, -1.34502], [2.34298, -0.97408, 0.22378], [-0.59462, -2.36946, 0.90038], [-1.14393, 0.89958, -1.18044], [1.94863, 2.13118, 0.01292], [-0.91144, 2.02847, 0.15271], [-1.64213, -1.43225, -0.18378], [-0.98188, -0.66788, 1.29278], [0.33822, -1.03216, -1.33336]],
  "homo_ev": [-3.135, -3.135],
  "charge": -1,
  "orbital_gap_ha": [0.264, 0.264]
}



--- C ---
{
  "formula": "C4H10NO3",
  "method": "wB97M-V/def2-TZVPD",
  "symbols": ["O", "O", "O", "N", "C", "C", "C", "C", "H", "H", "H", "H", "H", "H", "H", "H", "H", "H"],
  "coordinates": [[-0.71159, -0.77705, -2.71542], [-0.99069, -1.33431, -0.55930], [-3.14306, -0.40134, 0.90523], [0.97078, 0.71281, 0.13859], [2.05018, -0.25402, 0.12726], [0.20721, 0.68762, -1.11027], [0.16100, 0.56763, 1.33129], [-0.54649, -0.60975, -1.48730], [-0.45804, 1.55241, -1.15371], [1.67920, -1.25671, 0.37558], [0.90628, 0.85932, -1.93406], [0.06005, -0.47002, 1.66177], [-3.07993, -0.19069, -0.03417], [2.76724, -0.03025, 0.90531], [-2.32824, -0.93397, 0.93196], [2.49103, -0.28301, -0.86261], [0.72299, 1.02246, 2.17953], [-0.75793, 1.13887, 1.30031]],
  "homo_ev": -3.984,
  "charge": -1,
  "orbital_gap_ha": 0.290
}



Result of the stability comparison: C is the most stable of them.



--- A ---
{
  "formula": "H4N4O2",
  "method": "wB97M-V/def2-TZVPD",
  "symbols": ["O", "O", "N", "N", "N", "N", "H", "H", "H", "H"],
  "coordinates": [[2.59025, 0.24491, -0.49843], [1.36571, 1.44848, -1.77249], [1.47569, 0.62972, -0.88542], [0.62431, -0.44681, 1.05685], [0.38483, 0.15743, -0.28153], [-0.88820, 0.58241, -0.63894], [-1.35070, -0.24206, -1.25558], [0.87878, -1.39100, 0.93566], [-0.25823, -0.31755, 1.51198], [-0.95036, 1.35382, -1.17499]],
  "smiles": "NN(N)[N+](=O)[O-]",
  "homo_ev": -9.519,
  "charge": 0,
  "orbital_gap_ha": 0.374
}



--- B ---
{
  "formula": "H4N4O2",
  "method": "wB97M-V/def2-TZVPD",
  "symbols": ["O", "O", "N", "N", "N", "N", "H", "H", "H", "H"],
  "coordinates": [[1.24775, 1.60633, 2.30310], [-0.43899, 1.06997, 1.09869], [-0.69405, -1.36847, -0.29173], [0.76575, 1.08790, 1.33961], [-0.25384, -0.11364, -0.72050], [0.95652, -0.06117, -1.00919], [-1.04273, 0.25178, -1.34028], [-1.66261, -1.35535, 0.10144], [1.14893, 0.76070, -1.68050], [-0.02673, -1.87804, 0.19936]],
  "homo_ev": [-7.809, -7.811],
  "charge": 0,
  "orbital_gap_ha": [0.265, 0.265]
}



--- C ---
{
  "formula": "H4N4O2",
  "method": "wB97M-V/def2-TZVPD",
  "symbols": ["O", "O", "N", "N", "N", "N", "H", "H", "H", "H"],
  "coordinates": [[-2.45904, -1.16653, -0.23874], [-2.84145, 0.98107, 0.07070], [-2.17287, -0.06272, 0.15676], [0.18652, 1.13762, 0.12340], [-0.23272, 0.06167, 0.90316], [-0.00164, -1.10896, 0.38263], [-0.44944, 1.93687, 0.30664], [-0.24751, -1.83617, 1.06185], [0.03035, 0.87414, -0.85026], [0.00489, -1.15138, -0.68047]],
  "homo_ev": [-8.452, -8.453],
  "charge": 0,
  "orbital_gap_ha": [0.307, 0.307]
}



Result of the stability comparison: A is the most stable of them.